{"formula": "C2HGaO3", "method": "the ωB97M-V functional and the def2-TZVPD basis", "e_tot_ev": -60575.485, "homo_ev": [-22.2, -22.0], "gap_ha": [0.2999, 0.2700], "charge": 2, "fmax_ev_per_a": 6.2, "lumo_energy_ev": [-14.08, -14.60], "e_above_lowest_kcal_mol": 161.3, "spin_multiplicity": 1, "symbols": ["O", "H", "O", "O", "C", "C", "Ga"], "coordinates": [[0.314223, 0.202867, 1.275117], [0.483715, -0.748846, 1.222591], [-1.765017, -0.344775, 2.684753], [-1.720273, -1.730756, 2.257902], [-0.951926, 0.425897, 1.948031], [-1.601745, 0.982818, 0.968091], [-1.350282, -2.366864, 3.770354]], "atomic_forces_ev_per_a": [[-3.42, 1.00, 2.89], [0.39, -0.67, -0.34], [0.73, 0.96, 0.74], [-0.42, 1.53, -3.91], [4.72, -3.84, 0.27], [-2.74, 3.65, -4.19], [0.76, -2.64, 4.54]]}